Record 1
{
  "formula": "C22H71N5O11",
  "method": "ωB97M-V with the def2-TZVPD basis set",
  "symbols": ["O", "H", "H", "H", "C", "C", "O", "H", "H", "H", "H", "H", "C", "C", "C", "O", "C", "N", "H", "H", "H", "H", "H", "H", "H", "H", "H", "H", "H", "C", "C", "C", "O", "C", "N", "H", "H", "H", "H", "H", "H", "H", "H", "H", "H", "H", "C", "C", "C", "O", "C", "N", "H", "H", "H", "H", "H", "H", "H", "H", "H", "H", "H", "C", "C", "C", "O", "C", "N", "H", "H", "H", "H", "H", "H", "H", "H", "H", "H", "H", "C", "C", "C", "O", "C", "N", "H", "H", "H", "H", "H", "H", "H", "H", "H", "H", "H", "O", "H", "H", "O", "H", "H", "O", "H", "H", "O", "H", "H"],
  "positions_angstrom": [[-10.86, 19.25, -10.24], [-11.80, 19.32, -10.43], [-10.56, 19.67, -9.43], [-10.64, 18.32, -10.24], [-10.53, 17.99, -6.06], [-9.60, 18.88, -7.01], [-10.19, 19.96, -7.67], [-10.01, 17.10, -5.69], [-11.36, 17.55, -6.61], [-10.83, 18.47, -5.12], [-9.10, 18.22, -7.72], [-8.74, 19.17, -6.41], [-12.41, 20.48, -1.53], [-11.07, 21.18, -1.70], [-10.02, 20.26, -2.33], [-9.85, 19.11, -1.50], [-8.96, 18.10, -2.02], [-11.27, 22.35, -2.60], [-13.11, 20.61, -2.36], [-12.97, 20.83, -0.67], [-12.34, 19.40, -1.37], [-10.62, 21.39, -0.73], [-9.08, 20.78, -2.51], [-10.39, 20.01, -3.32], [-7.97, 18.48, -1.78], [-8.90, 17.88, -3.09], [-9.21, 17.22, -1.43], [-10.41, 22.55, -3.09], [-11.73, 21.92, -3.39], [-15.12, 15.04, -6.46], [-13.72, 14.95, -6.08], [-13.51, 15.41, -4.55], [-12.13, 15.29, -4.19], [-12.00, 15.57, -2.80], [-13.27, 13.59, -6.28], [-15.82, 14.47, -5.85], [-15.20, 14.60, -7.46], [-15.53, 16.05, -6.44], [-13.27, 15.63, -6.80], [-14.16, 14.77, -3.95], [-13.86, 16.45, -4.51], [-10.96, 15.62, -2.47], [-12.49, 14.86, -2.14], [-12.38, 16.58, -2.67], [-13.80, 13.05, -5.61], [-12.40, 13.78, -5.81], [-17.56, 18.31, -4.00], [-17.41, 19.81, -3.57], [-16.24, 20.51, -4.30], [-15.03, 19.83, -4.09], [-14.04, 20.02, -5.11], [-18.72, 20.53, -3.78], [-16.62, 17.76, -3.93], [-17.92, 18.28, -5.03], [-18.32, 17.87, -3.35], [-17.24, 19.80, -2.50], [-16.20, 21.56, -4.04], [-16.44, 20.39, -5.36], [-14.33, 19.94, -6.15], [-13.22, 19.31, -4.97], [-13.66, 21.04, -5.10], [-18.68, 21.10, -2.95], [-19.55, 19.96, -3.72], [-5.18, 15.85, -7.82], [-6.54, 15.92, -8.52], [-7.61, 15.05, -7.82], [-8.96, 15.21, -8.33], [-9.79, 14.30, -7.63], [-6.82, 17.32, -8.66], [-4.83, 14.81, -7.82], [-5.23, 16.12, -6.77], [-4.40, 16.44, -8.31], [-6.49, 15.55, -9.55], [-7.55, 15.37, -6.78], [-7.21, 14.04, -7.90], [-9.37, 13.30, -7.70], [-10.82, 14.37, -7.99], [-9.80, 14.53, -6.56], [-7.79, 17.47, -8.90], [-6.69, 17.79, -7.78], [-5.39, 21.13, -5.65], [-6.62, 21.61, -6.49], [-7.20, 22.96, -5.92], [-7.91, 22.95, -4.67], [-8.37, 24.21, -4.30], [-6.05, 21.89, -7.80], [-4.87, 21.91, -5.10], [-4.66, 20.51, -6.19], [-5.83, 20.57, -4.83], [-7.34, 20.80, -6.61], [-7.88, 23.38, -6.66], [-6.38, 23.68, -5.89], [-7.59, 24.77, -3.78], [-9.24, 24.09, -3.67], [-8.65, 24.88, -5.12], [-5.67, 21.02, -8.17], [-5.24, 22.50, -7.75], [-12.41, 21.86, -7.28], [-11.84, 21.09, -7.33], [-12.29, 22.20, -6.40], [-8.54, 22.24, -8.90], [-9.00, 21.58, -8.38], [-7.63, 22.18, -8.61], [-10.57, 21.88, -5.25], [-10.53, 21.22, -5.94], [-9.65, 22.09, -5.06], [-10.53, 16.74, -9.90], [-9.90, 16.29, -9.34], [-11.16, 16.07, -10.15]],
  "mulliken_charge": [-0.289, 0.444, 0.238, 0.497, -0.114, 0.690, -0.330, 0.339, 0.064, -0.319, -0.688, -0.196, -1.121, 0.388, 0.010, -0.361, -0.716, -0.690, 0.119, 0.343, 0.269, 0.345, 0.475, -0.153, 0.354, 0.228, 0.240, 0.115, 0.138, -1.904, 0.873, -0.588, -0.301, -0.734, -0.735, 0.380, 0.439, 0.366, 0.040, 0.467, 0.220, 0.181, 0.362, 0.273, 0.315, 0.366, -1.296, 0.474, -0.746, -0.208, -1.051, -0.731, 0.157, 0.358, 0.407, 0.302, 0.251, 0.335, 0.602, 0.223, 0.400, 0.291, 0.240, -1.642, 0.408, -0.903, -0.380, -0.874, -0.561, 0.427, 0.406, 0.389, 0.358, 0.380, 0.408, 0.387, 0.305, 0.290, 0.103, 0.272, -1.609, 1.480, -0.936, -0.398, -0.821, -0.662, 0.337, 0.450, 0.398, -0.669, 0.446, 0.485, 0.299, 0.270, 0.374, 0.223, 0.226, -0.755, 0.221, 0.248, -0.774, 0.303, 0.496, -0.308, 0.219, 0.147, -0.673, 0.563, 0.299]
}

Record 2
{
  "formula": "C22H72N4O14",
  "method": "ωB97M-V with the def2-TZVPD basis set",
  "symbols": ["C", "C", "O", "H", "H", "H", "H", "H", "H", "C", "C", "O", "H", "H", "H", "H", "H", "H", "C", "C", "O", "H", "H", "H", "H", "H", "H", "C", "C", "O", "H", "H", "H", "H", "H", "H", "C", "C", "O", "H", "H", "H", "H", "H", "H", "C", "C", "O", "H", "H", "H", "H", "H", "H", "C", "C", "O", "H", "H", "H", "H", "H", "H", "C", "C", "O", "H", "H", "H", "H", "H", "H", "C", "O", "N", "N", "H", "H", "H", "H", "C", "O", "N", "N", "H", "H", "H", "H", "C", "O", "H", "H", "H", "H", "C", "O", "H", "H", "H", "H", "C", "O", "H", "H", "H", "H", "C", "O", "H", "H", "H", "H"],
  "positions_angstrom": [[-19.52, 3.47, -11.07], [-18.39, 3.70, -10.06], [-18.11, 2.47, -9.40], [-19.70, 4.43, -11.66], [-20.47, 3.22, -10.58], [-19.09, 2.74, -11.83], [-18.73, 4.40, -9.33], [-17.44, 4.17, -10.45], [-18.81, 2.22, -8.78], [-11.92, 10.51, -6.84], [-13.30, 11.25, -7.02], [-14.00, 10.69, -8.12], [-11.30, 10.69, -5.89], [-11.23, 10.44, -7.66], [-12.26, 9.45, -6.72], [-13.14, 12.23, -7.25], [-13.91, 11.03, -6.14], [-14.86, 10.85, -7.83], [-20.45, 7.67, -10.27], [-21.52, 8.31, -11.17], [-21.13, 8.15, -12.45], [-19.45, 8.12, -10.30], [-20.36, 6.60, -10.49], [-20.68, 7.64, -9.20], [-21.65, 9.30, -10.81], [-22.40, 7.74, -11.00], [-21.24, 7.20, -12.63], [-20.10, 6.77, -6.18], [-21.04, 7.43, -5.23], [-20.19, 8.40, -4.65], [-20.38, 5.73, -6.36], [-19.04, 6.66, -5.80], [-19.96, 7.36, -7.06], [-21.35, 6.66, -4.49], [-21.95, 7.82, -5.73], [-20.85, 8.80, -4.13], [-17.96, 6.48, -12.45], [-17.52, 5.47, -13.47], [-16.12, 5.56, -13.70], [-17.34, 7.45, -12.63], [-17.73, 6.22, -11.41], [-19.07, 6.57, -12.51], [-18.02, 5.77, -14.46], [-17.92, 4.43, -13.34], [-15.62, 4.84, -13.34], [-14.06, 8.27, -4.65], [-14.29, 6.76, -4.72], [-15.59, 6.42, -4.62], [-14.26, 8.76, -3.65], [-14.65, 8.79, -5.46], [-13.04, 8.47, -4.77], [-13.67, 6.14, -4.02], [-14.07, 6.39, -5.70], [-15.76, 5.61, -5.09], [-17.50, 7.41, -8.67], [-16.36, 7.28, -7.67], [-15.18, 7.97, -8.01], [-18.16, 6.57, -8.47], [-17.08, 7.43, -9.63], [-18.05, 8.35, -8.57], [-16.22, 6.17, -7.59], [-16.88, 7.61, -6.80], [-14.37, 7.44, -7.81], [-21.43, 10.23, -7.94], [-21.22, 11.69, -7.45], [-20.47, 12.19, -8.56], [-21.79, 9.56, -7.14], [-20.46, 9.80, -8.36], [-22.33, 10.06, -8.48], [-20.66, 11.80, -6.58], [-22.20, 12.13, -7.30], [-19.86, 12.83, -8.26], [-17.79, 8.24, -2.40], [-18.88, 8.90, -1.94], [-17.78, 7.67, -3.62], [-16.68, 8.18, -1.79], [-18.72, 7.81, -4.21], [-16.91, 7.19, -3.96], [-16.61, 8.52, -0.79], [-15.78, 7.77, -2.09], [-12.16, 7.68, -9.01], [-12.67, 7.30, -7.81], [-11.51, 6.81, -9.74], [-12.03, 8.90, -9.43], [-11.58, 5.86, -9.36], [-10.96, 7.05, -10.64], [-12.56, 9.56, -8.92], [-11.99, 9.02, -10.48], [-14.39, 5.27, -10.03], [-13.24, 4.55, -10.01], [-14.18, 6.20, -9.72], [-15.24, 4.94, -9.42], [-14.69, 5.48, -11.05], [-13.31, 4.14, -9.14], [-17.93, 10.73, -7.48], [-16.57, 10.40, -7.59], [-18.19, 11.79, -7.20], [-18.53, 10.14, -6.77], [-18.32, 10.47, -8.49], [-16.51, 9.54, -8.04], [-15.57, 9.23, -11.04], [-16.18, 9.69, -12.28], [-14.59, 9.56, -10.89], [-15.55, 8.14, -10.94], [-16.19, 9.56, -10.26], [-17.11, 9.81, -12.03], [-17.73, 4.00, -6.38], [-16.36, 4.21, -6.05], [-18.26, 3.80, -5.47], [-17.87, 3.14, -6.93], [-18.08, 4.90, -6.86], [-15.99, 3.38, -5.75]],
  "mulliken_charge": [-1.010, 0.963, -0.616, 0.106, 0.406, 0.266, -0.271, -0.171, 0.364, -1.166, -0.162, -0.461, 0.326, 0.434, 0.089, 0.460, 0.327, 0.286, 0.154, -1.020, -0.563, -0.168, 0.296, 0.092, 0.452, 0.377, 0.350, 0.443, -0.808, -0.424, 0.462, -0.480, -0.248, 0.371, 0.376, 0.219, 0.911, -0.485, -0.544, 0.188, -0.621, -0.198, 0.311, 0.186, 0.298, -0.465, -0.394, -0.580, 0.391, -0.374, 0.459, 0.278, 0.191, 0.255, 2.295, -1.457, 1.647, -0.237, -0.626, -0.591, -0.173, 0.327, -0.599, -0.364, -0.586, -0.559, -0.013, -0.122, 0.594, 0.332, 0.359, 0.314, 0.521, -0.782, -0.049, -0.270, 0.062, 0.374, 0.273, 0.171, 0.498, -0.707, -0.306, -0.264, 0.306, 0.205, -0.031, 0.286, 0.567, -0.586, -0.462, -0.044, 0.139, 0.403, -0.609, -0.555, 0.312, 0.096, 0.336, -0.321, 0.045, -0.614, 0.252, 0.065, -0.053, 0.357, -0.195, -0.537, 0.381, 0.456, -0.349, 0.231]
}

Record-wise HOMO level values, in Eh: -0.307; -0.304
Record-wise energy relative to the best compared isomer or geometry (same formula, charge and spin) values, in kcal per mole: 90.4; 70.4
Record-wise HOMO-LUMO gap values, in eV: 8.03; 8.35